The following is a quantum chemistry calculation of a structure of composition C35H45BN2O8, from OMol25.

Geometry as XYZ:
```
91
Properties=species:S:1:pos:R:3:forces:R:3
O 0.852695 0.695630 -4.384537 -0.5 0.0 1.5
O -1.332939 2.509836 -4.598174 -1.8 -0.6 -1.4
O 0.200263 -1.524256 4.154944 -0.6 1.7 -0.8
O 4.225813 -3.464904 1.513252 0.6 0.3 -0.2
O -0.224355 -0.383566 -2.485293 0.6 0.3 0.0
O 0.786069 1.880352 -2.203548 -0.1 -1.4 -0.4
O 0.583600 -6.005627 2.689478 -1.0 -0.2 0.1
O 3.031446 -5.917738 1.694044 0.8 -0.6 0.5
N -0.978586 0.489097 4.082547 -0.1 -1.2 0.9
N -1.104033 0.843213 1.860889 -0.2 -0.7 0.5
C -1.554898 1.129135 -0.620134 0.5 -1.6 2.3
C 1.878012 1.173736 -1.601018 -0.1 0.2 0.1
C -1.382680 4.264443 -2.357845 -0.4 0.2 0.3
C 0.634816 -2.571877 1.358068 0.0 0.0 0.4
C -1.671191 1.367319 3.153858 0.6 -0.7 -1.1
C -3.205192 1.138436 3.201382 0.7 -0.2 0.2
C 2.279292 -4.785565 1.648664 0.2 0.6 0.9
C -2.464928 0.632315 -4.038246 0.0 1.6 0.3
C 2.870654 -3.509464 1.426207 -0.9 -0.4 0.3
C -0.744324 -6.083471 3.271971 0.5 0.1 -0.4
C 0.093423 -3.782121 1.787891 -0.1 -0.1 0.0
C -1.984827 3.435246 -1.403093 -0.2 1.9 -0.3
C -2.117407 6.275535 -1.188098 -0.1 -0.1 -0.2
C -2.124311 2.132322 -5.689698 1.0 -0.5 3.6
C 4.967230 -2.221178 1.511872 -0.6 -0.4 -0.2
C -0.111902 -0.211722 2.066111 0.1 0.1 0.0
C 2.173692 0.382241 -3.959965 0.4 -0.1 0.6
C -1.533699 1.595165 -3.482865 -0.1 -1.4 -0.5
C -2.533340 4.067638 -0.246709 0.1 0.0 -0.1
C 3.558465 -0.602397 -2.004300 0.1 -0.4 -0.1
C -1.866989 2.757755 -6.990357 0.1 0.5 -0.9
C -0.300022 -1.402161 1.132805 -0.3 -0.4 -0.4
C -1.213303 1.546303 0.672735 0.0 0.9 -2.6
C 2.019847 -2.415624 1.250079 0.3 0.4 -0.1
C -0.248694 -0.547412 3.549042 -0.1 -0.4 0.3
C -2.556901 5.471113 -0.120701 0.3 -0.1 -0.1
C 2.188312 -0.075675 -2.430990 -0.1 0.1 -0.5
C -1.362742 0.463984 5.476220 -0.3 0.1 0.8
C 0.995960 -1.088567 -2.292608 0.8 0.0 -0.5
C -1.311109 2.801381 3.524702 -0.1 -0.1 0.1
C 3.719376 -6.252761 2.939564 -0.6 0.5 -0.8
C -2.924613 1.043764 -5.306303 0.8 -0.2 0.0
C -2.099549 1.982233 -1.695353 -1.2 0.1 -2.0
C -1.528565 5.663449 -2.299506 0.4 -0.4 0.1
C 0.922726 -4.873406 2.018401 0.8 0.5 -0.1
B 0.111600 0.894476 -3.101849 -0.5 0.7 -0.8
H 2.783489 1.825077 -1.572291 -0.6 -0.2 0.0
H -2.843189 5.963986 0.834290 -0.1 -0.6 -0.8
H 4.400395 -5.432296 3.184625 0.0 -0.2 0.1
H -2.266844 3.773125 -7.144442 0.1 -0.2 0.6
H -2.397059 0.105914 5.665102 0.4 0.1 -0.4
H -3.194692 1.729073 -2.041953 2.0 0.4 1.6
H 3.931292 -1.398586 -2.669768 -0.2 0.2 0.2
H 1.650432 0.858877 -0.550235 0.0 0.3 -0.4
H 4.519804 -1.454031 2.161157 0.0 -0.3 -0.1
H -1.510270 -6.080798 2.480002 0.2 0.0 0.3
H 4.266303 -7.175004 2.735502 0.0 0.2 0.0
H 1.123505 -1.816661 -3.121337 -0.1 0.0 0.5
H -0.769963 2.830972 -7.136463 -0.6 -0.2 -0.1
H 0.956483 -1.629777 -1.322694 0.3 0.3 -0.6
H -0.967997 -3.870022 2.002532 0.1 0.2 0.0
H -0.879750 2.591502 0.746149 -0.9 -0.1 0.1
H -2.829367 -0.197216 -3.439032 0.1 0.0 -0.3
H -3.393261 0.053824 3.141199 0.0 0.4 0.0
H -3.679979 0.561460 -5.942693 0.6 0.2 0.4
H -0.776124 -7.041101 3.803046 0.1 0.3 -0.2
H 0.883294 0.234279 1.924604 0.2 -0.3 0.0
H 2.796974 1.306548 -4.088155 -0.1 -0.9 0.1
H 2.444753 -1.414432 1.080599 -0.2 -0.5 0.0
H -0.928447 -5.264171 3.990183 0.2 -0.2 -0.4
H -1.444925 0.055352 -0.857213 -1.0 0.7 0.3
H -0.701526 -0.208053 6.044201 -0.1 0.3 -0.4
H -1.825104 2.967764 4.477514 -0.1 0.5 -0.3
H -0.241808 2.884939 3.760109 -0.2 0.1 -0.5
H -2.872879 3.443732 0.594119 -0.1 0.4 -0.6
H 5.962335 -2.475717 1.882676 -0.2 0.0 0.0
H -3.670683 1.628413 2.334864 0.0 0.0 0.4
H 5.079107 -1.832818 0.490240 -0.2 -0.1 0.2
H -2.234213 7.374516 -1.170387 0.2 -0.8 0.2
H 4.298077 0.224997 -2.054684 -0.4 -0.5 0.2
H 2.983952 -6.424850 3.730437 0.1 0.1 0.0
H -0.832272 3.754880 -3.151427 -0.2 0.9 0.4
H -3.574718 1.517772 4.173818 -0.2 -0.1 -0.7
H -2.371562 2.179628 -7.783482 0.6 0.0 0.3
H 3.511025 -1.039667 -0.980735 0.1 0.5 -0.6
H -1.637752 3.518766 2.762063 0.1 -0.1 0.3
H -1.304253 1.479906 5.907184 0.1 -0.5 -0.1
H -0.164082 -1.038264 0.099909 -0.1 -0.1 0.5
H -1.345851 -1.766947 1.214456 0.5 0.3 0.0
H 2.561144 -0.475036 -4.554146 -0.1 0.6 0.1
H -1.105987 6.253526 -3.122980 -0.3 -0.1 0.4
```
Positions in Å, forces in eV/Å.

Output
Electronic energy (eV): -57058.0709
Orbital gap (Eh): 0.2471
F_max (eV/Å): 3.80
Charge: 0

Mulliken atomic charge list, values in e, 2 entries: number 1, O, carries -0.32; number 2, O, carries -0.40